# 1
Molecular formula: C43H60N2O4P2RuSi
Method: DFT, ωB97M-V/def2-TZVPD

Geometry as XYZ:
```
113
Properties=species:S:1:pos:R:3:forces:R:3:mulliken_charge:R:1
O 6.7766 -2.2192 2.5057 0.105 -0.025 0.042 -0.577
H -3.6678 1.5524 5.3162 -0.025 0.070 -0.074 0.610
H -0.4152 5.4866 1.6069 0.057 0.122 -0.088 0.472
C -1.1131 -1.2805 4.4994 -0.025 -0.222 -0.212 -1.227
C 1.7152 -1.1943 -3.2573 0.160 0.100 0.816 0.251
H 0.1756 4.8512 3.9506 -0.097 0.000 -0.009 0.445
C -1.9991 -0.2243 -3.4853 0.009 -0.002 -0.189 -0.817
C -2.7274 1.9351 1.5396 0.045 -0.015 0.025 -0.679
C -2.8049 2.1455 -3.3559 0.042 0.020 -0.185 -0.472
P 0.3373 -1.0097 -1.9869 -1.231 -0.378 -1.570 0.974
H -1.0583 3.8161 3.2652 -0.076 0.000 0.026 0.181
H 4.9488 1.1626 -0.8591 0.048 0.018 -0.119 0.511
C 2.9257 -0.3509 -2.8568 0.234 -0.260 0.025 -0.085
Si -1.5290 -2.0014 0.5431 -0.674 -0.936 0.176 0.786
C -4.4346 0.9880 0.1453 -0.022 -0.141 -0.004 -1.361
H 3.2618 -0.6691 -1.8664 -0.007 0.119 -0.038 0.035
C -2.3336 -4.7333 -2.4578 -0.032 0.013 0.028 -1.009
H -1.6089 3.0311 -1.7897 0.062 0.056 0.054 -0.157
H -1.2375 -3.3707 2.6878 0.045 0.187 0.084 0.460
H -2.8510 -1.4184 3.2236 -0.076 -0.095 -0.034 -0.300
O 2.6240 -3.7934 2.7071 -0.182 -0.001 -0.131 -0.860
C -3.1306 0.8476 4.6803 -0.020 -0.132 0.155 -0.131
H -4.5032 -0.7778 4.9297 -0.044 -0.043 0.115 0.498
C -0.6413 -2.5378 -2.1870 0.088 -0.084 0.341 -0.090
H 1.9268 3.2728 3.5149 0.076 -0.063 0.003 0.507
H 0.6774 2.4780 4.4480 0.110 -0.002 0.000 0.563
H 0.4367 1.8930 -2.1657 0.095 0.061 -0.116 -0.222
C 0.2773 4.6708 1.8052 -0.300 -0.097 0.043 -1.488
H 0.9987 1.6577 0.2210 0.205 0.417 0.097 -1.612
H 0.3154 0.2921 4.5042 -0.158 0.036 -0.070 0.880
H -3.5018 0.6482 -4.7472 0.022 -0.015 -0.096 0.568
H 3.9270 -0.8158 -6.0205 0.017 0.025 -0.022 0.334
H 4.2415 -3.8603 3.0905 0.218 0.409 -0.212 0.446
C 4.1499 1.2525 -0.1268 -0.017 0.072 0.011 -1.091
C -2.4142 -3.9281 -1.3338 -0.002 0.092 -0.023 -0.575
C -0.7037 0.1389 4.1140 0.583 -0.458 -0.121 0.259
C 4.6202 -1.7789 1.8011 -0.674 -0.352 0.113 0.162
H -0.8672 3.2321 0.6509 -0.011 0.095 -0.038 -0.295
C -1.3923 -4.4572 -3.4352 -0.095 -0.037 0.085 -0.959
C 3.2690 -1.8446 1.5460 0.776 -0.434 0.488 -0.572
H -0.9032 -1.3974 5.5666 0.079 -0.022 -0.024 0.740
C -1.4712 2.6829 -2.8149 0.041 -0.009 -0.044 -0.473
N 2.8998 -0.7386 0.8090 -0.587 -0.372 0.101 1.076
C -1.6409 1.1596 4.7806 -0.100 0.222 -0.310 -1.116
H -2.3702 2.7595 2.1362 0.023 0.082 0.007 0.093
H 2.6597 0.7061 -2.8155 -0.027 0.101 0.104 0.211
H -2.8100 -0.7297 -2.9569 0.021 -0.077 -0.006 0.254
C -0.3683 1.6150 -2.8547 -0.036 0.081 0.237 -0.397
C 3.6401 -0.0719 -5.2765 -0.014 0.134 -0.077 -0.919
H 0.0480 1.5557 -3.8587 0.139 -0.034 -0.002 0.105
C -0.5624 -3.3558 -3.3094 0.174 0.119 0.048 -0.622
C 0.8876 1.8276 2.3773 0.278 -0.505 -0.244 0.427
C 5.6399 -2.6096 2.5378 -0.294 0.414 -0.327 0.529
H 1.8486 0.2714 -6.4149 -0.076 0.079 0.019 0.606
H -2.9840 -5.5891 -2.5466 -0.079 -0.070 -0.073 0.468
H -1.3617 1.1746 5.8379 0.082 0.040 -0.006 0.616
C -1.9921 0.7572 1.4625 0.373 -0.084 -0.170 1.370
C 2.1382 0.1837 -5.3679 0.107 -0.120 -0.059 -0.906
H -0.4872 -2.0044 3.9674 -0.014 0.019 0.140 0.143
H -1.5733 -0.9521 -4.1772 -0.074 -0.033 0.073 0.333
H 0.3960 4.0526 -0.2482 -0.015 -0.047 -0.105 0.588
H 1.5907 -1.8655 -5.3044 -0.110 -0.098 0.060 0.595
Ru 0.6745 -0.8951 0.4377 1.669 -0.240 0.674 -0.617
C 4.0453 -0.5594 -3.8761 0.048 0.091 0.065 -1.017
H -4.4803 2.9880 0.9184 -0.068 0.044 0.013 0.504
H -1.4869 0.4385 -1.5013 0.108 -0.106 -0.141 -1.217
H -3.4818 0.9915 3.6583 -0.075 0.036 0.062 -0.156
C -3.9339 2.0580 0.8670 0.136 0.000 0.093 -0.761
H 1.8934 1.1307 -4.8865 -0.064 0.065 -0.012 0.144
H -2.8123 -3.6184 1.9607 -0.310 0.032 0.003 0.526
H -5.3810 1.0746 -0.3619 -0.156 0.015 -0.090 0.444
H 0.1541 -3.1572 -4.0890 0.086 0.043 -0.108 0.379
H -2.8292 -2.5725 4.5662 0.000 -0.068 -0.115 0.620
C -3.7250 -0.2025 0.0821 -0.047 0.009 -0.059 -0.470
H 0.2857 -0.7728 -4.8675 -0.013 -0.112 -0.062 0.062
H 1.2883 5.0801 1.7969 0.075 0.110 -0.064 0.401
H -3.2475 -0.7177 6.1627 0.016 -0.038 0.120 0.387
C 0.1540 3.6064 0.7164 0.156 0.101 -0.020 -0.123
C -0.0071 4.0945 3.1856 0.237 0.056 -0.006 -0.449
H 4.4268 2.0509 0.5607 -0.021 0.092 0.006 0.463
H 4.1720 0.8467 -5.5281 0.015 -0.056 -0.028 0.374
C -2.5686 0.9562 -4.2778 -0.160 -0.004 0.184 -1.176
H -1.3719 -4.3711 1.2744 0.064 0.075 -0.216 0.646
N 5.0467 -0.6317 1.1954 -0.332 -0.117 0.009 0.035
H 6.0196 -0.3463 1.2145 -0.002 0.012 0.001 0.336
O 5.2205 -3.6712 3.1575 0.011 -0.580 0.360 -0.500
H 1.7589 1.1765 2.5968 -0.220 0.124 -0.087 0.039
C 1.1088 2.4536 0.9997 -0.262 -0.302 -0.223 1.087
H 3.2303 1.5179 -0.6388 0.024 -0.004 0.017 -0.120
O 1.1174 -2.7839 1.4465 -1.697 1.024 -0.997 -0.311
C -1.7596 -3.4709 1.7455 0.193 0.780 -0.345 -1.648
H -3.4489 1.8325 -2.5314 -0.076 -0.002 0.035 -0.033
H 4.9400 -0.0312 -3.5457 0.053 -0.096 0.038 0.365
C -1.5590 -2.8424 -1.1738 0.104 0.628 0.564 0.857
H -1.3012 -5.1041 -4.2930 0.010 -0.038 -0.120 0.479
C 4.0031 -0.0230 0.6119 0.170 0.245 -0.111 -0.455
H 2.0003 -2.2465 -3.1085 -0.102 0.156 0.039 1.083
H -1.1485 3.5375 -3.4088 0.031 0.072 0.044 0.575
P -0.3802 0.4403 2.2854 -0.868 0.836 0.843 0.285
H -1.4724 2.1587 4.3886 0.104 0.145 0.099 -0.013
H -1.8852 1.2488 -5.0748 0.023 -0.025 -0.126 0.329
C 0.8987 2.9046 3.4695 -0.459 -0.140 0.165 -1.499
C -3.4456 -0.5785 5.1004 -0.032 -0.016 -0.319 -1.544
C -0.9645 0.2666 -2.4563 0.458 -0.004 0.356 2.005
H 2.1271 2.8413 0.9674 0.105 -0.106 -0.121 0.922
H -3.3281 2.9330 -3.8961 -0.080 0.021 0.086 0.567
H -3.1421 -4.1507 -0.5700 -0.082 -0.182 0.135 0.535
C -2.4958 -0.3266 0.7189 0.656 -0.756 0.102 0.334
C -2.6001 -1.5460 4.2802 0.056 -0.003 0.254 0.144
H 4.2924 -1.6227 -3.9101 0.047 -0.014 0.093 0.389
H -4.1260 -1.0385 -0.4720 -0.104 -0.070 -0.142 0.575
C 2.2806 -2.9020 1.9468 1.782 0.082 0.504 0.715
C 1.3500 -0.9630 -4.7389 -0.324 0.240 -0.169 -0.581
```
Positions in Å, forces in eV/Å.

## Properties
Kohn-Sham gap (spin up / spin down) = 0.3040 / 0.2331 hartree
Multiplicity = 5
Charge = +2
Expectation value of S² = 6.018
HOMO (spin up / spin down) = -14.46 / -14.66 eV

# 2
Molecular formula: C32H28Cl5N4O6Ti
Method: DFT, ωB97M-V/def2-TZVPD

Geometry as XYZ:
```
76
Properties=species:S:1:pos:R:3:forces:R:3:mulliken_charge:R:1
O -1.3188 -4.0432 -0.9799 0.001 -0.007 0.000 -0.748
C -1.1571 2.9386 0.6499 -0.015 -0.009 -0.059 -0.604
Cl -0.0060 0.5041 -5.3073 0.004 0.004 0.001 -0.177
H 3.2181 -3.7054 2.6004 0.002 0.000 -0.001 0.311
Ti -0.7733 -0.4180 -2.0462 0.080 -0.029 -0.082 -0.585
H -0.8307 -3.1952 3.8989 0.000 -0.001 0.000 0.420
H 5.3187 0.5487 2.3992 0.000 -0.003 0.000 0.341
H -0.1820 0.3209 5.8162 -0.001 0.000 0.001 0.358
C -0.2936 1.2350 5.2338 -0.003 -0.001 0.001 -1.705
C 1.8244 -2.8774 0.1528 -0.001 0.008 0.004 -0.958
H -2.2807 4.0547 -2.0575 0.000 -0.001 0.001 0.380
Cl -5.8882 1.7267 -3.6982 -0.001 -0.001 0.000 -0.204
C -1.6556 0.7855 -4.8465 0.001 -0.006 0.007 1.115
H -1.4105 -1.9116 0.3630 -0.002 0.003 0.012 1.325
O -1.0876 0.2054 -0.2563 0.005 0.007 -0.089 1.103
C -2.5244 1.2936 -5.8080 0.001 0.003 -0.005 0.036
N -0.8418 -3.1377 1.8155 0.006 -0.006 0.020 0.232
H 1.3483 -2.1286 2.9741 -0.004 0.000 0.003 -0.090
O -0.5105 -1.7551 -3.4437 -0.031 0.080 0.088 -0.384
C 4.2750 0.7765 2.6257 -0.009 -0.002 0.002 -1.792
H 1.6214 -4.8305 0.5308 -0.008 0.003 -0.001 0.322
H -1.1159 1.8088 5.6644 0.002 -0.001 0.001 0.368
O -0.2841 -3.9811 -3.7183 0.011 0.007 0.002 -0.652
C -1.0013 -1.9274 1.3662 0.000 -0.006 0.003 -0.952
C -0.6459 -3.0133 -3.1086 -0.011 -0.018 0.000 0.480
H -0.1412 4.8980 -2.8641 -0.002 0.000 0.002 0.483
H 4.1952 1.8538 2.7701 0.001 -0.001 -0.002 0.377
C -4.2667 1.3613 -4.1462 0.002 -0.002 -0.005 -0.151
C 1.4791 1.7142 -1.3920 0.008 -0.003 0.004 -0.463
H 3.1013 2.2536 0.6593 0.000 -0.001 -0.002 0.366
C -1.3496 -3.0863 -1.7273 0.002 0.006 -0.010 0.727
C -0.9693 0.4310 1.0085 0.001 -0.041 0.035 -0.667
C -0.1245 4.0705 -2.1505 -0.014 -0.013 0.004 -0.552
C 1.2274 -3.1848 3.2164 -0.004 -0.004 0.001 0.495
N 0.4551 1.5782 -2.1461 -0.017 -0.020 -0.004 0.402
H 3.4846 -1.7249 2.1271 0.001 -0.002 0.003 0.470
C -2.0434 0.5462 -3.5296 -0.034 0.025 -0.014 -1.770
Cl -4.9313 2.2200 -6.6189 -0.001 0.000 -0.001 -0.187
C -3.3641 0.8421 -3.2173 0.000 0.001 0.006 0.977
C 2.1957 -4.0188 2.3761 -0.006 0.011 0.009 -1.310
H 0.6995 4.2734 -1.4609 -0.002 -0.003 0.000 0.324
C -0.7524 1.9639 2.8607 -0.007 0.006 0.001 -0.997
H -0.9531 3.9057 1.1383 0.001 -0.001 -0.003 0.280
Cl -1.9941 1.5815 -7.4200 0.000 -0.001 -0.001 -0.202
H 1.5084 -3.3005 4.2667 -0.003 0.000 0.002 0.451
C 3.0483 -1.0448 1.4076 0.003 -0.003 -0.009 -0.783
C -1.4366 4.0709 -1.3639 0.013 -0.007 0.009 -1.068
H 1.3583 -3.0927 -0.7971 0.003 0.000 0.002 0.716
H -1.5027 4.9862 -0.7578 0.002 0.001 -0.003 0.426
C 1.7209 -0.5938 -0.5739 -0.003 -0.017 0.010 0.435
N 1.9415 -3.9761 0.9518 0.021 -0.007 -0.013 -0.033
O -1.8847 -1.9290 -1.4301 -0.016 -0.047 0.010 -0.383
H -0.7569 2.5736 -3.5310 0.000 0.000 -0.001 0.073
C -0.8105 -0.6391 1.9423 0.005 0.009 0.002 0.618
H -1.0749 -3.8401 1.1139 -0.003 0.000 -0.007 0.525
C -3.8408 1.5836 -5.4512 -0.002 0.005 0.003 0.406
C 2.2267 -1.5519 0.3733 0.003 -0.011 0.001 0.850
O 0.9507 -1.0240 -1.5531 -0.019 0.014 -0.002 -0.338
H 0.9469 2.9522 -3.6514 0.000 0.003 0.000 0.262
H -0.4617 -1.1714 4.0099 0.003 0.000 0.005 0.075
H -0.7318 2.9887 3.2214 0.002 0.001 0.000 0.439
H 2.0078 2.6712 -1.3960 -0.001 -0.001 -0.001 0.478
C 2.8637 1.1976 0.5878 0.003 -0.006 0.013 -1.078
C 0.1302 2.7873 -2.9459 -0.001 0.017 0.000 -0.751
H 0.6171 1.8239 5.3579 0.000 0.001 0.000 0.355
Cl -3.9341 0.5501 -1.6021 0.000 -0.002 -0.001 -0.188
H 4.0309 0.2903 3.5717 0.001 0.001 0.001 0.377
C -0.5854 -0.3590 3.3077 -0.002 0.008 -0.001 -0.731
C -0.5442 0.9256 3.7837 0.003 -0.007 -0.001 0.433
C -0.9804 1.7610 1.5180 -0.005 0.037 0.002 0.968
H -0.3439 -4.6694 3.0919 -0.002 0.000 0.001 0.510
C 3.3647 0.3080 1.5206 0.003 0.006 -0.006 0.511
C -0.2401 -3.5844 3.0690 0.003 0.004 -0.001 -1.291
N -1.4824 2.8690 -0.5659 0.025 0.010 0.049 0.096
H 2.1257 -5.0662 2.6744 0.001 -0.001 0.000 0.493
C 2.0231 0.7503 -0.4547 0.005 0.010 0.002 0.602
```
Positions in Å, forces in eV/Å.

## Properties
Kohn-Sham gap (spin up / spin down) = 0.1904 / 0.2646 hartree
ΔE to the lowest compared entry with this formula, charge and spin = 2.3 kcal per mole
Multiplicity = 2
Expectation value of S² = 0.786
HOMO (spin up / spin down) = -6.20 / -8.31 eV